[1]
{"formula": "C6H12O4", "method": "the ωB97M-V functional and the def2-TZVPD basis", "symbols": ["C", "O", "C", "C", "C", "O", "C", "C", "O", "H", "H", "H", "H", "H", "H", "H", "H", "H", "H", "H", "O", "H"], "positions_angstrom": [[0.381, -0.350, -2.625], [0.157, 0.557, -1.559], [0.015, 0.020, -0.302], [1.120, -0.900, 0.206], [1.578, 0.467, 0.534], [2.584, 1.052, -0.091], [-1.278, 0.094, 0.282], [-1.586, -0.750, 1.524], [-1.201, -0.034, 2.664], [1.434, -0.667, -2.659], [-0.267, -1.233, -2.531], [0.136, 0.186, -3.548], [0.851, -1.496, 1.081], [1.696, -1.422, -0.561], [1.300, 0.893, 1.508], [3.021, 0.444, -0.709], [-2.081, 0.078, -0.468], [-2.679, -0.928, 1.515], [-1.112, -1.748, 1.471], [-1.438, 1.327, 2.327], [-1.665, 1.941, 1.168], [-0.965, 2.469, 0.773]], "forces_ev_per_angstrom": [[-0.2, -0.1, 0.0], [0.0, 0.1, -0.9], [1.1, 1.0, 0.3], [0.4, 0.8, 0.7], [-2.0, -1.9, 1.4], [0.4, 0.6, -0.9], [0.0, -0.7, 0.5], [-0.7, 1.8, 0.9], [0.0, 1.6, -0.3], [-0.2, 0.0, -0.1], [0.2, 0.1, -0.1], [0.1, -0.2, 0.2], [0.0, 0.0, -0.4], [-0.2, 0.0, 0.2], [0.2, -0.2, -0.5], [-0.3, 0.2, 0.2], [0.3, 0.8, 0.3], [0.2, -0.1, 0.0], [0.1, 0.3, -0.2], [0.4, -2.3, -1.7], [0.0, -2.1, 0.4], [0.3, 0.0, 0.2]], "homo_lumo_gap_ev": 8.16, "e_above_lowest_kcal_mol": 150.9, "fmax_ev_per_a": 3.1}

---

[2]
{"formula": "C6H16N4O2", "method": "the ωB97M-V functional and the def2-TZVPD basis", "symbols": ["C", "C", "C", "N", "C", "C", "C", "N", "N", "O", "N", "O", "H", "H", "H", "H", "H", "H", "H", "H", "H", "H", "H", "H", "H", "H", "H", "H"], "positions_angstrom": [[0.970, 2.129, 2.093], [0.562, 0.833, 2.602], [-0.666, 0.274, 1.835], [-0.347, -0.148, 0.506], [-1.376, -0.752, -0.469], [-0.632, -0.985, -1.765], [-0.625, 0.510, -2.433], [-0.164, 0.551, -3.858], [0.668, -1.138, 0.595], [1.715, -0.894, -0.379], [0.556, -2.309, 1.099], [1.546, -3.078, 0.757], [1.840, 2.481, 2.717], [1.311, 2.177, 1.044], [0.202, 2.864, 2.110], [-0.076, 1.223, 3.454], [1.346, 0.132, 2.859], [-1.041, -0.660, 2.476], [-1.538, 0.942, 1.901], [-1.822, -1.586, 0.014], [-2.189, 0.040, -0.667], [0.469, -1.443, -1.716], [-1.270, -1.800, -2.224], [-1.606, 1.052, -2.309], [0.062, 1.350, -1.842], [0.703, -0.076, -3.818], [-0.932, -0.007, -4.276], [2.335, -1.681, -0.308]], "forces_ev_per_angstrom": [[3.4, 1.8, -1.3], [-4.1, 0.4, 1.0], [-0.5, -2.8, 2.5], [0.3, -1.7, -1.4], [0.7, 2.7, 1.3], [0.2, 0.3, -0.9], [1.7, 1.5, 0.9], [-0.1, -1.8, 1.4], [1.3, 1.1, -1.6], [0.1, -0.3, 1.7], [2.5, -1.5, -1.2], [-2.4, 1.6, 1.1], [-0.9, 0.1, -0.6], [0.1, -0.5, 0.3], [-0.8, 0.6, 0.4], [1.4, -1.3, 0.4], [-0.1, -0.2, 0.0], [0.6, 1.6, -1.2], [0.6, 0.2, -0.7], [-0.4, -1.1, 0.2], [1.2, -1.2, 0.6], [-2.9, 1.2, 0.0], [0.6, 1.3, -0.6], [0.6, -1.1, -0.5], [-1.3, -2.8, -1.0], [-1.6, 1.1, -0.6], [1.1, 0.2, -0.5], [-1.1, 0.5, 0.5]], "homo_lumo_gap_ev": 10.02, "smiles": "CCCN(CCCN)N(O)N=O", "e_above_lowest_kcal_mol": 107.9, "fmax_ev_per_a": 4.3}

---

[3]
{"formula": "C31H75N7O12S3", "method": "the ωB97M-V functional and the def2-TZVPD basis", "symbols": ["C", "S", "O", "C", "H", "H", "H", "H", "H", "H", "C", "S", "O", "C", "H", "H", "H", "H", "H", "H", "C", "S", "O", "C", "H", "H", "H", "H", "H", "H", "C", "O", "N", "C", "C", "H", "H", "H", "H", "H", "H", "H", "C", "O", "N", "C", "C", "H", "H", "H", "H", "H", "H", "H", "C", "O", "N", "C", "C", "H", "H", "H", "H", "H", "H", "H", "C", "O", "N", "C", "C", "H", "H", "H", "H", "H", "H", "H", "C", "O", "N", "C", "C", "H", "H", "H", "H", "H", "H", "H", "C", "O", "N", "C", "C", "H", "H", "H", "H", "H", "H", "H", "C", "O", "N", "C", "C", "H", "H", "H", "H", "H", "H", "H", "O", "C", "O", "C", "C", "C", "H", "H", "H", "H", "H", "H", "H", "H"], "positions_angstrom": [[1.002, 6.508, -1.584], [-0.293, 5.362, -2.216], [-0.197, 4.098, -1.277], [-1.751, 6.371, -1.831], [0.814, 6.738, -0.535], [0.743, 7.423, -2.116], [2.063, 6.301, -1.728], [-1.744, 6.893, -0.875], [-2.595, 5.702, -2.001], [-1.716, 7.169, -2.572], [-0.109, 0.745, -5.736], [0.176, 0.770, -3.948], [1.451, 0.008, -3.814], [0.646, 2.534, -3.823], [0.683, 1.298, -6.241], [-1.104, 1.187, -5.784], [-0.247, -0.253, -6.151], [1.356, 2.585, -4.649], [1.153, 2.724, -2.877], [-0.160, 3.230, -4.055], [2.549, -2.532, 2.688], [1.320, -3.249, 1.505], [2.266, -3.650, 0.332], [0.925, -4.787, 2.438], [2.215, -2.135, 3.646], [3.122, -1.776, 2.151], [3.194, -3.403, 2.799], [0.260, -5.380, 1.810], [0.243, -4.669, 3.279], [1.826, -5.371, 2.625], [-4.135, -0.930, -3.987], [-3.095, -0.615, -4.475], [-4.295, -1.536, -2.774], [-3.212, -1.926, -1.839], [-5.605, -1.809, -2.115], [-5.161, -0.749, -4.341], [-3.095, -1.088, -1.153], [-2.279, -1.945, -2.403], [-3.446, -2.876, -1.358], [-6.403, -1.639, -2.838], [-5.732, -2.794, -1.667], [-5.793, -1.100, -1.308], [-4.841, 3.872, -1.510], [-5.122, 4.921, -2.146], [-4.070, 2.846, -1.899], [-3.563, 1.816, -1.043], [-3.508, 2.764, -3.173], [-5.178, 3.774, -0.466], [-3.914, 0.870, -1.455], [-3.899, 1.858, -0.007], [-2.481, 1.737, -0.936], [-3.557, 3.724, -3.688], [-2.442, 2.617, -3.002], [-3.886, 1.969, -3.815], [4.824, -3.027, -0.953], [5.833, -2.733, -0.319], [4.302, -2.256, -1.944], [3.039, -2.695, -2.497], [4.845, -0.931, -2.334], [4.251, -3.964, -0.881], [2.606, -3.654, -2.214], [3.128, -2.711, -3.584], [2.302, -1.931, -2.248], [4.076, -0.204, -2.074], [5.757, -0.483, -1.940], [5.040, -0.858, -3.404], [0.675, -0.267, -0.180], [-0.547, -0.481, -0.322], [1.262, 0.810, 0.378], [2.698, 0.762, 0.552], [0.589, 1.980, 0.725], [1.457, -1.032, -0.301], [3.143, 1.194, -0.344], [3.053, -0.251, 0.744], [3.144, 1.222, 1.434], [-0.457, 1.709, 0.865], [1.002, 2.244, 1.699], [0.873, 2.821, 0.092], [-0.800, -3.333, -4.491], [-0.878, -3.668, -5.631], [-0.166, -4.136, -3.608], [-0.217, -3.927, -2.136], [0.437, -5.391, -3.954], [-1.171, -2.370, -4.106], [0.737, -4.213, -1.692], [-0.931, -4.565, -1.615], [-0.291, -2.895, -1.794], [1.487, -5.498, -3.683], [-0.143, -6.208, -3.524], [0.538, -5.671, -5.002], [3.235, -0.243, 6.690], [2.201, -0.503, 6.089], [4.376, 0.140, 6.112], [5.650, 0.503, 6.804], [4.510, 0.385, 4.691], [3.172, -0.422, 7.775], [5.502, 0.533, 7.884], [6.067, 1.408, 6.361], [6.350, -0.326, 6.705], [3.728, 0.071, 3.999], [4.679, 1.444, 4.498], [5.375, -0.251, 4.505], [-0.387, 4.471, 3.223], [-1.354, 4.217, 3.952], [0.879, 4.488, 3.691], [2.012, 4.654, 2.781], [1.213, 3.960, 5.057], [-0.628, 4.816, 2.206], [2.509, 3.785, 2.349], [2.777, 5.106, 3.413], [1.717, 5.016, 1.797], [2.041, 4.597, 5.367], [0.422, 4.078, 5.798], [1.656, 2.969, 5.153], [-4.832, -4.588, 2.846], [-4.539, -3.467, 3.330], [-4.102, -2.363, 2.704], [-3.760, -2.424, 1.352], [-2.334, -2.800, 1.263], [-4.667, -3.381, 4.811], [-3.966, -1.397, 1.050], [-4.387, -3.165, 0.856], [-1.785, -1.860, 1.210], [-2.166, -3.310, 0.314], [-1.869, -3.532, 1.924], [-4.958, -4.321, 5.279], [-5.520, -2.814, 5.186], [-3.697, -3.070, 5.198]], "forces_ev_per_angstrom": [[-1.1, 0.8, -0.2], [1.4, -1.7, 2.3], [-0.6, 2.3, -1.8], [0.7, 0.1, -0.2], [-0.1, -0.4, 0.1], [0.3, 0.2, -0.1], [-0.4, -0.6, -0.3], [0.0, -0.6, 0.3], [-0.2, 0.3, 0.2], [-0.2, -0.2, -0.3], [-1.4, -0.3, 0.1], [0.7, 0.5, -1.3], [0.1, -0.2, 0.8], [0.6, -0.4, -0.3], [-0.1, 0.0, 0.2], [0.0, 0.4, -0.4], [0.3, -0.2, 0.5], [0.2, 0.1, 0.1], [-0.5, 0.0, 0.1], [-0.3, -0.4, 0.4], [0.0, -0.8, -0.5], [1.5, -0.4, -0.6], [-1.8, 0.4, 1.8], [-0.5, -0.1, -0.8], [-0.4, -0.2, -0.1], [-0.2, -0.1, -0.1], [0.3, 0.2, 0.3], [0.3, 0.0, -0.7], [0.7, 0.7, 0.5], [0.0, 0.2, 0.2], [-2.6, -1.2, 2.8], [2.1, 0.8, -1.2], [-0.3, -1.4, 1.7], [0.1, 1.4, -1.6], [-0.1, 1.1, -1.1], [0.2, 0.3, -0.9], [0.1, -0.4, 0.5], [-0.1, -0.3, 0.2], [0.1, 0.2, -0.1], [-0.1, -0.2, 0.0], [0.5, -0.2, -0.4], [0.2, 0.2, 0.1], [-0.6, 2.8, -0.1], [0.9, -2.8, 0.9], [-0.2, 0.2, 0.8], [-0.7, -1.2, 1.1], [1.4, 0.9, -1.7], [0.0, -0.2, -0.1], [0.1, -0.3, 0.1], [-0.5, 0.4, -0.1], [0.2, 0.5, -0.6], [-0.5, 0.0, -0.1], [0.4, -0.3, -0.3], [-0.2, -0.1, 0.1], [1.5, 0.5, 0.0], [-1.1, -0.4, -0.3], [0.9, -0.3, 0.5], [-0.1, 1.3, -1.2], [-1.0, 0.1, -0.3], [0.3, 0.1, 0.5], [0.9, 0.1, 0.6], [-0.1, 0.1, -0.2], [-0.5, 0.1, -0.1], [-0.2, 0.2, -0.2], [0.1, -1.3, 0.9], [-0.5, -0.4, -0.3], [-1.1, -0.6, 1.3], [1.8, 0.8, -0.5], [0.8, -1.9, -0.6], [0.7, -0.3, -0.3], [-0.1, 1.0, 1.6], [-0.4, -0.4, -0.6], [0.6, -0.1, 0.1], [-0.2, -0.3, -0.8], [-0.8, 0.8, 0.1], [-0.1, 0.7, -0.4], [-0.4, 0.2, 0.4], [-0.8, -0.1, -0.3], [0.8, -0.7, 1.0], [-0.6, 0.4, -2.4], [0.3, 0.8, 2.5], [0.9, -0.1, -0.2], [0.3, -1.4, -0.9], [-0.1, -0.1, 0.2], [0.1, -0.2, -0.2], [-0.5, 0.1, -0.3], [-0.5, 0.2, -0.5], [0.0, 0.4, 0.9], [0.1, -0.1, 0.3], [-0.8, 0.9, -0.3], [-1.4, -0.8, 0.2], [0.2, 0.2, -0.6], [0.8, 1.2, 0.6], [-1.1, -1.3, 0.3], [0.4, -0.7, -0.2], [1.0, 0.4, 0.1], [-0.2, 0.6, -0.1], [-0.1, 0.0, 0.3], [0.2, 0.1, -0.5], [-0.4, -0.3, 0.8], [0.4, 0.0, 0.0], [0.3, 0.5, -1.1], [-2.3, 0.0, 2.0], [1.1, 0.0, -0.9], [0.8, -1.6, -0.3], [-0.1, -0.6, 0.3], [0.6, 1.3, -0.3], [0.9, -0.1, -0.2], [-0.1, -1.2, 0.9], [0.2, 0.9, -0.9], [-0.2, 1.5, 0.5], [0.0, 0.3, 0.3], [-0.2, 0.0, -0.6], [-0.5, -0.4, -0.8], [1.2, 3.4, -0.5], [-1.5, -3.8, -0.3], [-1.1, -0.6, 2.3], [-0.8, -0.8, 0.2], [1.6, 0.2, -1.8], [-0.1, 0.3, 1.0], [0.2, -0.3, -0.7], [-0.3, 0.2, -0.1], [0.6, -0.4, 0.3], [0.1, 0.3, -0.4], [-0.7, 0.4, 0.8], [0.6, -0.5, -0.7], [0.4, 1.1, -0.4], [-0.3, 0.4, 0.4]], "homo_lumo_gap_ev": [8.57, 3.28], "fmax_ev_per_a": 4.1, "spin_multiplicity": 2, "total_charge": 1}

---

[4]
{"formula": "C3H10N3Si", "method": "the ωB97M-V functional and the def2-TZVPD basis", "symbols": ["C", "Si", "C", "C", "N", "N", "N", "H", "H", "H", "H", "H", "H", "H", "H", "H", "H"], "positions_angstrom": [[2.070, -0.178, 0.296], [0.279, 0.267, -0.036], [-0.270, 1.848, 0.836], [-0.317, 0.078, -1.922], [-0.523, -1.087, 0.979], [-1.470, -1.735, 0.931], [-2.513, -2.178, 1.067], [2.470, 0.743, 0.740], [2.409, -1.036, 0.819], [2.727, -0.131, -0.532], [0.564, 2.477, 0.389], [-1.278, 2.296, 0.897], [0.100, 1.627, 1.852], [-1.391, 0.161, -2.287], [0.216, 0.800, -2.520], [-0.020, -0.939, -2.334], [-3.053, -3.012, 0.825]], "forces_ev_per_angstrom": [[-0.3, 2.1, -0.2], [-0.7, 0.2, -1.9], [1.8, -0.8, 0.0], [-0.5, -1.7, 0.4], [-0.4, -0.9, -0.2], [2.0, 1.4, -0.1], [-3.0, -0.9, 0.6], [-0.1, -0.2, 0.9], [-0.4, -0.7, 0.9], [0.2, -0.3, -1.7], [-1.3, 0.1, 0.5], [0.7, -0.3, -0.6], [-0.2, 0.4, 0.0], [1.0, 0.2, 1.2], [0.4, 0.4, -0.1], [0.0, 1.1, 0.6], [0.8, 0.0, -0.2]], "homo_lumo_gap_ev": 10.26, "smiles": "C[Si](C)(C)N=[N+]=N", "e_above_lowest_kcal_mol": 45.5, "fmax_ev_per_a": 3.2, "total_charge": 1}

---

[5]
{"formula": "C3H7ClN", "method": "the ωB97M-V functional and the def2-TZVPD basis", "symbols": ["C", "C", "C", "N", "Cl", "H", "H", "H", "H", "H", "H", "H"], "positions_angstrom": [[0.817, 0.493, 0.904], [-0.596, -0.054, -1.215], [0.154, 0.807, -0.260], [-0.474, -1.326, -1.377], [0.268, 2.350, -1.038], [1.001, -0.556, 1.163], [1.320, 1.201, 1.612], [-1.166, 0.393, -2.015], [-0.148, 0.358, 2.311], [-0.399, 0.161, 3.099], [0.165, -2.010, -1.045], [-0.943, -1.818, -2.138]], "forces_ev_per_angstrom": [[0.2, -0.2, -1.5], [1.9, -0.4, 0.9], [0.4, -0.3, 0.0], [-0.7, -1.0, -1.3], [-0.1, 0.4, 0.6], [-0.4, 0.3, -0.1], [-0.4, -0.3, -1.4], [-0.5, 0.6, 0.4], [-1.5, -0.7, 3.2], [0.6, 0.6, -2.2], [1.0, 0.2, 1.6], [-0.5, 0.8, 0.0]], "homo_lumo_gap_ev": 8.09, "e_above_lowest_kcal_mol": 62.7, "fmax_ev_per_a": 3.6, "total_charge": 1}

---

[6]
{"formula": "H2NO4S", "method": "the ωB97M-V functional and the def2-TZVPD basis", "symbols": ["N", "O", "O", "O", "O", "S", "H", "H"], "positions_angstrom": [[-1.761, 0.157, -0.225], [1.203, 0.923, -0.866], [1.619, 0.747, 1.604], [1.682, -1.267, 0.002], [-2.604, -0.756, -0.098], [1.241, 0.091, 0.343], [-1.166, 0.060, -1.100], [-0.214, 0.044, 0.340]], "forces_ev_per_angstrom": [[-1.9, -1.1, 0.1], [1.0, 0.7, 0.2], [0.2, -1.1, -1.2], [0.2, 0.7, 1.4], [2.1, 1.7, -0.7], [-2.5, 0.2, -1.4], [-0.6, -0.4, 0.2], [1.5, -0.7, 1.5]], "homo_lumo_gap_ev": [8.26, 8.26], "e_above_lowest_kcal_mol": 43.0, "fmax_ev_per_a": 2.9, "total_charge": -1}